[1]
# C27H24Cl2N5O10P2V

A structure of composition C27H24Cl2N5O10P2V (the ωB97M-V functional and the def2-TZVPD basis, the Open Molecules 2025 dataset).

Properties
- E_HOMO (alpha / beta) (Eh) = -0.3899 / -0.3889
- E_tot (Eh) = -4616.7431
- total charge = +1
- largest force on an atom (eV Å⁻¹) = 2.3
- gap between HOMO and LUMO (alpha / beta) (eV) = 6.08 / 6.94
- spin multiplicity = 2

Structure (XYZ):
```
71
Properties=species:S:1:pos:R:3:forces:R:3:lowdin_charge:R:1
V 0.822 0.658 0.416 0.2 1.9 0.8 1.004
Cl -3.055 6.116 -0.671 0.0 0.0 0.0 0.704
C -2.340 4.733 0.072 0.0 0.1 0.0 -0.681
C -1.130 4.273 -0.423 0.2 0.0 -0.1 -0.020
C -0.559 3.139 0.142 0.2 -0.1 0.1 -0.188
N 0.653 2.497 -0.162 0.0 1.0 -0.4 -0.002
C 1.615 3.074 -0.983 -0.2 -0.3 0.2 -0.394
O 1.600 4.166 -1.486 -0.1 0.1 -0.1 0.141
C 2.769 2.128 -1.127 -0.3 -0.2 0.3 -0.177
C 3.899 2.409 -1.847 0.3 0.1 -0.1 0.037
C 4.892 1.441 -1.912 0.0 0.0 0.0 0.002
C 4.710 0.231 -1.256 0.1 0.0 -0.1 -0.012
C 3.548 0.023 -0.545 -0.3 0.1 0.0 -0.095
N 2.589 0.967 -0.479 1.3 -0.2 -0.4 0.010
C -1.229 2.469 1.177 0.2 -0.2 -0.1 -0.192
C -2.406 2.961 1.712 -0.1 -0.2 0.0 -0.026
C -2.966 4.093 1.144 0.0 0.0 0.0 -0.686
Cl -4.462 4.676 1.773 0.0 0.0 0.0 0.705
N -0.498 1.352 1.572 -0.6 0.2 0.6 -0.004
C -0.611 0.677 2.764 0.2 0.3 0.1 -0.419
O -1.622 0.454 3.390 0.0 0.1 0.1 0.122
C 0.760 0.232 3.221 -0.1 0.2 -0.1 -0.190
C 0.940 -0.406 4.421 0.1 0.0 0.2 0.023
C 2.225 -0.790 4.771 0.1 -0.1 0.0 -0.006
C 3.270 -0.492 3.914 0.0 0.0 0.1 -0.014
C 3.002 0.169 2.728 -0.1 0.2 -0.1 -0.078
N 1.765 0.522 2.371 0.0 -0.4 0.3 0.055
H -0.644 4.797 -1.229 0.0 0.0 0.0 0.110
H 3.977 3.366 -2.343 0.0 0.0 0.0 0.138
H 5.800 1.627 -2.472 -0.1 0.0 0.0 0.125
H 5.457 -0.550 -1.302 0.0 0.0 0.0 0.123
H 3.362 -0.911 -0.030 -0.1 0.0 0.0 0.104
H -2.895 2.456 2.532 0.0 0.0 0.0 0.114
H 0.082 -0.612 5.044 0.0 0.0 0.0 0.137
H 2.404 -1.322 5.697 0.0 0.0 0.0 0.126
H 4.288 -0.770 4.151 0.0 0.0 0.0 0.119
H 3.801 0.442 2.053 0.0 -0.1 -0.1 0.114
C -0.340 -4.958 0.438 -0.1 0.1 -0.1 -0.046
C -0.211 -3.529 -0.102 0.3 0.5 0.1 -0.563
O -1.210 -3.158 -1.051 0.0 -0.2 0.1 -0.062
P 1.381 -3.269 -1.018 -0.1 0.0 -0.1 0.481
O 2.492 -3.221 0.125 0.0 -0.1 0.1 -0.110
O 1.628 -4.656 -1.757 0.0 0.1 -0.2 -0.094
O 1.463 -2.095 -1.898 0.0 0.0 0.1 -0.245
P -0.217 -2.319 1.305 0.3 -0.2 -0.4 0.441
O -1.769 -1.977 1.399 -0.2 0.0 0.2 -0.093
O 0.397 -2.792 2.551 0.0 -0.1 0.0 -0.229
O 0.452 -1.042 0.687 -0.3 -2.3 0.2 -0.394
H 0.010 -5.689 -0.286 -0.1 0.0 -0.1 0.079
H -1.390 -5.159 0.654 0.0 0.0 0.1 0.099
H 0.219 -5.068 1.369 0.0 0.0 0.0 0.082
H -2.055 -3.104 -0.585 0.0 0.0 0.0 0.091
H 2.551 -4.004 0.693 0.0 0.1 0.0 0.109
H 1.768 -4.540 -2.711 0.0 -0.1 0.2 0.110
H -2.055 -1.756 2.302 0.0 0.0 -0.2 0.102
N -0.485 0.440 -1.101 -0.6 -0.4 -0.5 0.174
C -1.553 0.294 -1.485 -0.3 0.0 -0.3 -0.004
C -2.904 0.160 -1.939 0.1 0.0 0.0 -0.188
C -3.310 -0.995 -2.609 0.1 -0.1 0.0 -0.019
C -4.632 -1.110 -2.997 0.0 0.0 0.0 -0.053
C -5.532 -0.087 -2.720 0.0 0.0 0.0 -0.046
C -5.119 1.062 -2.054 0.0 0.0 0.0 -0.045
C -3.800 1.194 -1.660 0.1 0.1 0.1 0.001
H -2.591 -1.779 -2.813 0.0 0.0 0.0 0.116
H -4.964 -1.998 -3.519 0.0 0.0 0.0 0.115
H -6.566 -0.186 -3.026 0.0 0.0 0.0 0.116
H -5.824 1.855 -1.844 0.0 0.0 0.0 0.118
H -3.456 2.079 -1.133 0.0 -0.1 0.0 0.115
O 1.471 0.671 -3.196 0.2 -0.1 0.0 -0.041
H 0.802 0.705 -3.886 0.1 -0.1 0.0 0.054
H 1.535 -0.260 -2.930 -0.1 0.0 -0.1 0.006
```
Positions in Å, forces in eV/Å.

=====

[2]
# C27H24CoN5O7

A structure of composition C27H24CoN5O7 (the ωB97M-V functional and the def2-TZVPD basis, the Open Molecules 2025 dataset).

Properties
- E_HOMO (alpha / beta) (Eh) = -0.1640 / -0.1608
- E_tot (Eh) = -3226.5824
- total charge = -1
- largest force on an atom (eV Å⁻¹) = 0.6
- relative energy (zero: lowest compared OMol25 entry of this formula, charge and spin) (kcal/mol) = 8.8
- gap between HOMO and LUMO (alpha / beta) (eV) = 6.15 / 6.06
- spin multiplicity = 2

Structure (XYZ):
```
64
Properties=species:S:1:pos:R:3:forces:R:3:lowdin_charge:R:1
Co 0.592 -0.569 0.903 -0.1 0.2 -0.1 0.575
O 5.408 -0.276 -1.292 0.0 -0.1 0.2 0.031
C 4.953 0.943 -1.606 0.0 0.1 0.0 -0.286
C 5.713 1.716 -2.491 -0.1 0.0 0.1 -0.032
C 5.311 2.992 -2.834 -0.1 0.0 0.0 -0.110
C 4.142 3.531 -2.303 0.0 0.0 0.0 -0.111
C 3.384 2.762 -1.435 0.0 0.1 -0.1 -0.054
C 3.756 1.470 -1.082 0.0 -0.1 0.1 -0.071
C 2.843 0.692 -0.176 0.3 -0.1 -0.3 -0.468
O 1.740 1.189 0.160 -0.2 0.1 0.2 -0.052
N 3.303 -0.508 0.168 -0.2 0.0 0.3 0.052
N 2.392 -1.135 1.012 0.3 0.2 -0.5 -0.060
C 2.798 -2.064 1.777 0.0 -0.2 0.4 -0.049
C 1.969 -2.582 2.856 0.2 0.1 -0.2 -0.147
C 2.347 -3.759 3.502 0.1 -0.1 0.1 -0.075
C 1.686 -4.222 4.621 0.0 0.1 0.0 -0.131
C 0.626 -3.457 5.123 0.0 0.0 0.0 -0.115
C 0.244 -2.281 4.519 0.0 0.0 0.0 -0.023
C 0.885 -1.799 3.350 0.0 0.1 0.0 -0.351
O 0.500 -0.679 2.815 0.0 -0.2 0.2 -0.107
H 4.773 -0.636 -0.597 0.0 0.0 -0.3 0.064
H 6.625 1.286 -2.887 0.0 0.0 0.0 0.108
H 5.918 3.577 -3.516 0.0 0.0 0.0 0.093
H 3.832 4.536 -2.561 0.0 0.0 0.0 0.089
H 2.471 3.141 -0.994 0.0 0.0 0.0 0.102
H 3.830 -2.406 1.676 0.0 0.0 0.1 0.131
H 3.194 -4.314 3.108 0.0 0.0 0.0 0.103
H 1.987 -5.142 5.104 0.0 0.0 0.0 0.082
H 0.095 -3.797 6.006 0.0 0.0 0.0 0.091
H -0.575 -1.688 4.907 0.0 0.0 0.0 0.107
N 0.440 -0.924 -1.190 0.1 -0.2 0.2 0.210
C -0.069 -0.183 -1.912 -0.2 0.3 -0.3 -0.202
N -0.703 0.634 -2.725 0.0 -0.2 0.0 -0.073
C -2.011 1.158 -2.311 0.1 0.0 0.0 -0.130
C -1.885 2.621 -1.909 0.0 0.0 0.0 -0.170
C -1.209 3.435 -3.012 0.0 -0.1 0.0 -0.199
C 0.160 2.845 -3.346 0.0 0.0 0.1 -0.175
C 0.028 1.384 -3.748 0.0 0.1 0.1 -0.135
H -2.361 0.553 -1.476 0.0 0.0 0.0 0.113
H -2.703 1.045 -3.152 0.0 0.0 0.0 0.124
H -1.291 2.673 -0.992 0.0 0.0 0.0 0.126
H -2.879 3.014 -1.682 0.0 0.0 0.0 0.114
H -1.107 4.477 -2.705 0.0 0.0 0.0 0.108
H -1.839 3.426 -3.910 0.0 0.0 0.0 0.110
H 0.806 2.900 -2.467 0.0 0.0 0.0 0.096
H 0.650 3.400 -4.149 0.0 0.0 0.0 0.114
H 1.000 0.916 -3.890 0.0 0.0 0.0 0.129
H -0.534 1.298 -4.685 0.0 0.0 0.0 0.122
O -1.033 -2.314 0.979 -0.1 0.0 0.1 0.021
C -1.775 -1.324 1.002 -0.2 0.0 0.0 -0.606
O -1.380 -0.123 0.849 0.2 -0.1 0.0 -0.068
C -3.259 -1.530 1.219 0.1 0.1 0.0 -0.096
C -3.748 -2.809 1.442 0.0 -0.1 0.0 0.001
C -5.105 -3.025 1.642 0.0 0.0 0.0 -0.058
C -5.990 -1.958 1.609 -0.1 -0.2 0.0 -0.017
C -5.479 -0.696 1.383 -0.3 0.4 -0.1 -0.139
C -4.135 -0.453 1.195 0.1 0.1 0.0 0.060
N -6.430 0.451 1.337 0.3 -0.2 0.5 -0.347
O -7.616 0.203 1.493 0.3 0.2 -0.2 0.052
O -5.962 1.567 1.203 -0.3 -0.3 -0.1 0.069
H -3.033 -3.621 1.460 0.0 0.0 0.0 0.122
H -5.479 -4.024 1.822 0.0 0.0 0.0 0.103
H -7.052 -2.089 1.754 0.0 0.0 0.0 0.112
H -3.759 0.548 1.039 0.0 0.0 0.0 0.126
```
Positions in Å, forces in eV/Å.

=====

[3]
# C27H24F3N2O

A cluster of 2 separate species, C27H24F3N2O in total (the ωB97M-V functional and the def2-TZVPD basis, the Open Molecules 2025 dataset).

Properties
- E_HOMO (Eh) = -0.3645
- E_tot (Eh) = -1527.3506
- total charge = +1
- largest force on an atom (eV Å⁻¹) = 2.3
- relative energy (zero: lowest compared OMol25 entry of this formula, charge and spin) (kcal/mol) = 0.0
- gap between HOMO and LUMO (eV) = 3.66

Structure (XYZ):
```
57
Properties=species:S:1:pos:R:3:forces:R:3:lowdin_charge:R:1
H -1.015 0.177 -0.189 0.2 -0.3 -0.1 0.087
C -0.616 -0.459 -1.036 -0.3 -0.5 0.0 -0.162
H -1.518 -0.909 -1.493 -0.1 0.2 0.3 0.127
C 0.061 0.390 -2.046 1.4 0.5 -0.5 -0.065
C 1.384 0.264 -2.350 -1.3 0.3 0.3 -0.059
N 2.144 -0.770 -1.864 0.4 -0.3 -0.1 -0.056
C 3.578 -0.752 -2.061 0.3 -0.1 -0.1 -0.215
C 4.326 0.281 -1.475 -0.3 -0.5 0.0 -0.015
C 5.708 0.279 -1.605 -0.1 0.0 -0.3 -0.039
C 6.347 -0.668 -2.415 0.0 0.0 0.0 -0.266
C 7.846 -0.593 -2.576 0.2 0.0 -0.1 -0.052
C 5.582 -1.659 -3.051 0.2 0.2 0.3 -0.027
C 4.208 -1.742 -2.829 -0.3 0.5 0.1 -0.003
C 1.544 -1.737 -1.088 0.3 0.8 0.6 0.037
C 0.293 -1.571 -0.575 0.5 -0.5 -0.3 -0.110
C -0.139 -2.641 0.373 0.6 -0.7 -0.2 -0.497
N -1.396 -2.539 0.906 -0.2 0.9 -0.3 0.180
O 0.606 -3.581 0.645 -0.8 0.7 0.1 0.039
H -0.514 1.143 -2.577 0.1 0.0 0.2 0.099
H 1.920 0.939 -3.009 -0.2 -0.1 0.0 0.134
H 3.815 1.052 -0.897 0.1 -0.2 -0.1 0.118
H 6.306 1.032 -1.085 -0.2 -0.2 -0.2 0.121
H 8.214 -1.328 -3.301 -0.1 0.2 0.2 0.078
H 8.161 0.406 -2.912 -0.1 -0.3 0.0 0.086
H 8.366 -0.772 -1.623 -0.2 0.0 -0.2 0.089
H 6.079 -2.372 -3.716 -0.2 0.2 0.3 0.119
H 3.608 -2.536 -3.277 0.2 0.2 0.1 0.124
H 2.222 -2.561 -0.835 -0.7 0.2 0.1 0.155
H -2.042 -1.777 0.706 0.5 -0.5 0.0 0.079
H -1.687 -3.224 1.572 0.0 -0.4 0.2 0.103
F -6.118 -2.484 4.363 1.4 0.2 -0.3 0.131
C -4.757 -2.624 4.320 -1.0 -1.8 1.0 -0.501
F -4.352 -2.830 5.608 -0.1 0.5 -1.3 0.132
F -4.515 -3.808 3.654 -0.1 1.4 0.4 0.125
C -4.058 -1.466 3.647 0.2 -0.1 0.0 -0.080
C -2.784 -1.082 4.076 -0.4 -0.1 -0.1 0.024
C -2.134 -0.074 3.393 0.4 0.4 -0.4 0.018
C -2.675 0.537 2.218 -0.4 -0.7 0.6 -0.192
C -1.871 1.526 1.561 -0.5 1.0 0.3 0.096
C -2.214 2.549 0.623 0.1 0.6 0.0 -0.189
C -1.178 3.483 0.276 0.1 -0.3 0.0 0.005
C -1.351 4.454 -0.699 -0.2 0.0 -0.1 -0.042
C -2.583 4.552 -1.372 0.4 -0.5 0.3 -0.014
C -3.649 3.719 -0.992 -0.1 -0.3 0.4 -0.036
C -3.499 2.795 0.046 0.1 0.1 -0.4 0.015
C -3.984 0.122 1.836 0.0 0.1 0.0 0.018
C -4.673 -0.849 2.555 0.2 0.2 -0.2 0.026
H -2.322 -1.583 4.926 -0.1 0.3 -0.2 0.141
H -1.177 0.285 3.778 -0.2 -0.2 -0.3 0.132
H -0.871 1.651 1.999 -0.3 -0.3 -0.4 0.138
H -0.236 3.438 0.831 -0.2 -0.1 -0.4 0.127
H -0.528 5.128 -0.961 -0.4 -0.3 0.2 0.123
H -2.713 5.275 -2.175 0.0 -0.2 0.2 0.124
H -4.609 3.795 -1.513 0.4 0.1 0.4 0.124
H -4.384 2.302 0.444 0.3 0.1 -0.4 0.102
H -4.477 0.569 0.977 0.2 -0.3 0.2 0.102
H -5.679 -1.149 2.263 0.3 0.1 0.0 0.140
```
Positions in Å, forces in eV/Å.